[1]
Molecular formula: C7H12
Method: DFT, the ωB97M-V functional and the def2-TZVPD basis

Kohn-Sham gap: 10.2 eV
Energy: -7451.9412 eV
SMILES: CC=C=CCCC
F_max: 0.0044 hartree/bohr

XYZ file:
```
19
C7H12, DFT the ωB97M-V functional and the def2-TZVPD basis
C 2.99 -1.03 1.11
C 2.12 -0.85 -0.10
C 1.51 0.22 -0.54
C 0.65 1.11 -0.97
C -0.73 1.17 -0.35
C -1.48 -0.17 -0.44
C -2.85 -0.10 0.21
H 3.46 -0.10 1.43
H 3.77 -1.77 0.91
H 2.38 -1.40 1.94
H 1.88 -1.75 -0.67
H 0.89 1.76 -1.81
H -0.63 1.44 0.71
H -1.32 1.96 -0.81
H -0.88 -0.95 0.03
H -1.58 -0.46 -1.50
H -2.76 0.13 1.28
H -3.47 0.68 -0.25
H -3.39 -1.05 0.12
```



[2]
Molecular formula: C20H40CaO3SSi
Method: DFT, the ωB97M-V functional and the def2-TZVPD basis

Kohn-Sham gap (alpha / beta): 4.6 / 4.5 eV
Energy: -64680.3669 eV
F_max: 0.0636 hartree/bohr

XYZ file:
```
66
C20H40CaO3SSi, DFT the ωB97M-V functional and the def2-TZVPD basis
C -1.50 -1.42 -2.43
C 1.18 -0.83 -4.38
C -1.09 -0.04 -2.55
H -2.59 -1.60 -2.24
C 1.11 0.54 -4.61
H 2.18 -1.31 -4.28
H -1.26 0.55 -1.64
H 2.00 1.09 -4.97
C -1.40 0.71 -3.84
H -2.14 1.50 -3.59
H -1.94 0.05 -4.55
C -0.83 -2.40 -3.44
H -1.61 -3.03 -3.90
H -0.26 -3.14 -2.85
C 0.05 -1.83 -4.60
H -0.60 -1.49 -5.42
H 0.55 -2.71 -5.03
C -0.19 1.35 -4.59
H -0.50 1.53 -5.62
H -0.01 2.36 -4.17
Ca 1.20 0.22 -2.39
H -2.22 -2.45 -0.54
C 1.98 2.46 -0.91
C 2.07 1.26 0.05
C 3.12 0.18 -0.27
C 2.16 1.69 1.51
O 0.57 0.50 -0.09
Si -0.17 -0.61 0.89
S -0.80 -2.19 -0.47
O 1.00 -1.24 1.87
C 0.94 -1.66 3.29
C -0.31 -2.50 3.54
C 2.21 -2.46 3.51
C 0.95 -0.43 4.19
O -1.28 0.04 1.90
C -2.26 1.15 1.99
C -3.56 0.66 1.38
C -2.47 1.51 3.46
C -1.69 2.36 1.27
H 2.91 3.04 -0.85
H 1.15 3.11 -0.60
H 1.84 2.27 -2.01
H 4.09 0.51 0.12
H 2.86 -0.76 0.23
H 3.30 0.02 -1.36
H 1.36 2.40 1.78
H 2.13 0.82 2.18
H 3.12 2.20 1.67
H -0.43 -3.29 2.79
H -0.22 -2.98 4.53
H -1.22 -1.87 3.56
H 3.09 -1.82 3.35
H 2.24 -2.82 4.54
H 2.27 -3.32 2.84
H 1.89 0.12 4.07
H 0.09 0.23 3.98
H 0.89 -0.76 5.23
H -3.94 -0.20 1.94
H -4.33 1.45 1.42
H -3.41 0.37 0.33
H -1.56 1.89 3.93
H -3.22 2.32 3.52
H -2.87 0.67 4.04
H -0.73 2.65 1.70
H -1.55 2.16 0.20
H -2.39 3.20 1.38
```



[3]
Molecular formula: C9H15N
Method: DFT, the ωB97M-V functional and the def2-TZVPD basis

Kohn-Sham gap: 9.8 eV
Energy: -11062.4585 eV
SMILES: C=C=C(C)C(=C)C.[H]/N=C\C
F_max: 0.0579 hartree/bohr

XYZ file:
```
25
C9H15N, DFT the ωB97M-V functional and the def2-TZVPD basis
C -1.87 0.41 1.71
C -1.83 0.08 0.43
C -1.23 -0.18 -0.69
C -1.89 -0.87 -1.85
C 0.21 0.33 -0.90
C 1.09 -0.48 -1.50
C 0.31 1.82 -1.02
H -1.89 -0.36 2.48
H -2.42 1.29 2.02
H -1.93 -0.20 -2.71
H -1.32 -1.75 -2.14
H -2.90 -1.19 -1.59
H 1.99 -0.09 -1.96
H 0.99 -1.56 -1.49
H 0.04 2.29 -0.08
H 1.32 2.13 -1.28
H -0.38 2.19 -1.79
H 2.96 0.72 1.18
N 2.03 1.08 1.40
C 1.16 0.18 1.49
C 1.34 -1.31 1.59
H 0.07 0.50 1.85
H 1.43 -1.60 2.64
H 0.46 -1.80 1.18
H 2.24 -1.63 1.05
```



[4]
Molecular formula: C5H8
Method: DFT, the ωB97M-V functional and the def2-TZVPD basis

Kohn-Sham gap: 8.5 eV
Energy: -5310.1187 eV
F_max: 0.0137 hartree/bohr

XYZ file:
```
13
C5H8, DFT the ωB97M-V functional and the def2-TZVPD basis
C 1.01 -0.17 1.76
C -0.34 0.16 1.23
C -0.88 -0.61 0.25
C -0.49 0.14 -0.81
C -0.09 -0.28 -2.18
H 0.94 -0.34 2.83
H 1.70 0.67 1.59
H 1.39 -1.06 1.25
H -0.07 1.14 -0.59
H -0.77 1.13 1.51
H -0.26 0.55 -2.87
H 1.00 -0.45 -2.14
H -0.57 -1.20 -2.51
```



[5]
Molecular formula: C6H6N4O
Method: DFT, the ωB97M-V functional and the def2-TZVPD basis

Kohn-Sham gap: 9.1 eV
Energy: -14326.2701 eV
SMILES: COc1nc[nH]c2ncnc1-2
F_max: 0.0808 hartree/bohr

XYZ file:
```
17
C6H6N4O, DFT the ωB97M-V functional and the def2-TZVPD basis
C -3.00 -0.77 0.12
O -1.63 -1.08 -0.12
C -0.59 -0.20 -0.14
N -0.94 1.10 -0.09
C 0.04 1.97 -0.16
N 1.38 1.70 0.01
C 1.72 0.32 0.06
N 2.98 -0.13 0.12
C 2.62 -1.52 -0.06
N 1.37 -1.88 -0.11
C 0.73 -0.63 -0.10
H -3.40 -1.68 0.48
H -3.09 0.04 0.94
H -3.51 -0.39 -0.75
H -0.18 3.05 -0.16
H 2.13 2.40 0.12
H 3.37 -2.30 -0.17
```